The following is a quantum chemistry calculation of a cluster of 8 separate species, C34H56NO9P in total, from the Open Molecules 2025 dataset.

Bonds (Å) are listed after each position.
Atoms and positions in Å:
1 C 6.15422 3.06245 1.21124  C2 1.451, H18 1.146, H19 1.140
2 C 6.75456 3.01261 -0.10861  C1 1.451, C3 1.581, H20 1.156
3 C 6.26821 2.12309 -1.32205  C2 1.581, C4 1.561, C8 1.541
4 C 7.21020 1.01227 -1.88262  C3 1.561, C5 1.592, H21 1.135
5 C 6.74130 0.13175 -3.12328  C4 1.592, C6 1.550, H22 1.150
6 C 5.36570 0.37802 -3.79314  C5 1.550, C7 1.543, H23 1.144
7 C 4.46322 1.47139 -3.18525  C6 1.543, C8 1.556, C16 1.592
8 C 4.88320 2.33703 -1.96219  C3 1.541, C7 1.556, C9 1.609
9 C 3.69932 3.35838 -1.58443  C8 1.609, O10 1.257, N11 1.462
10 O 3.61709 4.16089 -0.62027  C9 1.257
11 N 2.77052 3.14250 -2.69223  C9 1.462, P12 1.786, C16 1.476
12 P 1.03293 2.97769 -2.31275  N11 1.786, C13 1.921, C14 1.911
13 C 0.33081 4.62175 -1.60991  P12 1.921, H24 1.139, H25 1.159, H26 1.143
14 C 0.74000 1.73364 -0.89206  P12 1.911, C15 1.631, H27 1.139, H28 1.154
15 C -0.66701 0.97617 -1.22109  C14 1.631, H29 1.145, H30 1.154, H31 1.140
16 C 3.01975 2.00341 -3.59669  C7 1.592, N11 1.476, O17 1.245
17 O 2.22200 1.64987 -4.48501  C16 1.245
18 H 6.49713 2.28801 1.98386  C1 1.146
19 H 5.39320 3.85959 1.50128  C1 1.140
20 H 7.70284 3.64841 -0.28906  C2 1.156
21 H 8.22712 0.79524 -1.42867  C4 1.135
22 H 7.39834 -0.70512 -3.56081  C5 1.150
23 H 4.97221 -0.19030 -4.70479  C6 1.144
24 H 0.92273 4.89866 -0.67665  C13 1.139
25 H -0.80131 4.46366 -1.41620  C13 1.159
26 H 0.41029 5.37920 -2.46252  C13 1.143
27 H 1.54725 0.93314 -0.81497  C14 1.139
28 H 0.54854 2.28745 0.10182  C14 1.154
29 H -0.50093 -0.10140 -1.57100  C15 1.145
30 H -1.35364 0.93125 -0.29518  C15 1.154
31 H -1.26873 1.50739 -2.03032  C15 1.140
32 C 0.96960 1.88701 4.49380  C33 1.506, H36 1.092, H37 1.092, H38 1.092
33 C 1.26218 1.28434 3.14502  C32 1.506, C34 1.506, O35 1.216
34 C 2.67442 0.83481 2.87787  C33 1.506, H39 1.092, H40 1.092, H41 1.092
35 O 0.39215 1.16527 2.30403  C33 1.216
36 H -0.08535 2.16444 4.54487  C32 1.092
37 H 1.17849 1.15824 5.27995  C32 1.092
38 H 1.57495 2.78439 4.63924  C32 1.092
39 H 2.95921 0.05921 3.59225  C34 1.092
40 H 3.35561 1.68545 2.95145  C34 1.092
41 H 2.73798 0.42198 1.86885  C34 1.092
42 C -2.85208 7.33608 0.20556  C43 1.506, H46 1.092, H47 1.092, H48 1.092
43 C -3.30895 5.90158 0.23273  C42 1.506, C44 1.506, O45 1.216
44 C -4.64373 5.61052 0.86578  C43 1.506, H49 1.092, H50 1.092, H51 1.092
45 O -2.62625 5.01223 -0.23848  C43 1.216
46 H -1.87536 7.39561 -0.27938  C42 1.092
47 H -3.56214 7.94176 -0.36160  C42 1.092
48 H -2.76031 7.71635 1.22522  C42 1.092
49 H -5.43351 6.13955 0.32801  C44 1.092
50 H -4.63168 5.91406 1.91477  C44 1.092
51 H -4.84251 4.53790 0.81398  C44 1.092
52 C -4.73489 2.22246 -2.70000  C53 1.506, H56 1.093, H57 1.092, H58 1.092
53 C -4.39482 0.83364 -2.22612  C52 1.506, C54 1.506, O55 1.217
54 C -4.98653 -0.32346 -2.98625  C53 1.506, H59 1.093, H60 1.092, H61 1.090
55 O -3.66956 0.65516 -1.26589  C53 1.217
56 H -4.23901 2.95533 -2.05891  C52 1.093
57 H -4.38570 2.36123 -3.72546  C52 1.092
58 H -5.81421 2.38078 -2.64309  C52 1.092
59 H -4.64813 -0.29751 -4.02482  C54 1.093
60 H -6.07689 -0.27853 -2.94164  C54 1.092
61 H -4.65676 -1.25900 -2.53396  C54 1.090
62 C -5.75248 -1.88823 1.36821  C63 1.504, H66 1.092, H67 1.092, H68 1.093
63 C -6.25637 -2.51985 0.09938  C62 1.504, C64 1.506, O65 1.221
64 C -7.60151 -3.19452 0.14679  C63 1.506, H69 1.092, H70 1.092, H71 1.092
65 O -5.60009 -2.48670 -0.92965  C63 1.221
66 H -4.77294 -1.44055 1.18490  C62 1.092
67 H -6.44058 -1.10431 1.69193  C62 1.092
68 H -5.65048 -2.64771 2.14701  C62 1.093
69 H -8.37204 -2.46909 0.41618  C64 1.092
70 H -7.58159 -4.01199 0.87076  C64 1.092
71 H -7.83572 -3.60461 -0.83815  C64 1.092
72 C -1.32755 -5.12357 -0.16060  C73 1.505, H76 1.092, H77 1.092, H78 1.092
73 C -2.55206 -5.30797 0.69546  C72 1.505, C74 1.505, O75 1.218
74 C -3.89207 -5.11767 0.03842  C73 1.505, H79 1.092, H80 1.092, H81 1.093
75 O -2.46246 -5.59970 1.87447  C73 1.218
76 H -0.43418 -5.29141 0.44469  C72 1.092
77 H -1.33537 -5.84457 -0.98081  C72 1.092
78 H -1.29838 -4.10469 -0.55274  C72 1.092
79 H -4.01420 -5.83910 -0.77247  C74 1.092
80 H -3.97700 -4.09879 -0.34425  C74 1.092
81 H -4.68254 -5.28171 0.77476  C74 1.093
82 C -4.25861 -3.95797 6.15899  C83 1.506, H86 1.092, H87 1.092, H88 1.092
83 C -4.78773 -4.52962 4.87053  C82 1.506, C84 1.504, O85 1.218
84 C -4.31895 -5.90420 4.47840  C83 1.504, H89 1.093, H90 1.092, H91 1.091
85 O -5.56535 -3.90278 4.17300  C83 1.218
86 H -4.68089 -2.96276 6.31392  C82 1.092
87 H -4.54977 -4.59608 6.99601  C82 1.092
88 H -3.17109 -3.87276 6.10858  C82 1.092
89 H -4.61338 -6.62909 5.24100  C84 1.093
90 H -3.23465 -5.90514 4.35310  C84 1.092
91 H -4.78019 -6.18663 3.53043  C84 1.091
92 C 9.10569 -2.36574 -1.47115  C93 1.506, H96 1.092, H97 1.092, H98 1.092
93 C 9.43196 -2.95331 -2.81848  C92 1.506, C94 1.506, O95 1.217
94 C 10.85345 -3.38619 -3.06066  C93 1.506, H99 1.092, H100 1.092, H101 1.092
95 O 8.57906 -3.07332 -3.67839  C93 1.217
96 H 8.04745 -2.09698 -1.44015  C92 1.092
97 H 9.30851 -3.10213 -0.69076  C92 1.092
98 H 9.69958 -1.46352 -1.30822  C92 1.092
99 H 11.13152 -4.16510 -2.34752  C94 1.092
100 H 11.52412 -2.52952 -2.96562  C94 1.092
101 H 10.94168 -3.78935 -4.07159  C94 1.092

* HOMO energy: -0.2704 Eh
* SMILES: C=Cc1cccc2c1C(=O)N(P(C)CC)C2=O.CC(C)=O.CC(C)=O.CC(C)=O.CC(C)=O.CC(C)=O.CC(C)=O.CC(C)=O
* total charge: 0
* energy relative to the best compared isomer or geometry (same formula, charge and spin): 5.971 eV
* LUMO level: -1.1 eV
* DFT total energy: -2402.045960 Ha
* frontier orbital gap: 6.2 eV

Atomic partial charges in e from the Mulliken method, atoms 1 to 4: atom 1 (C): -0.569, atom 2 (C): -0.684, atom 3 (C): 0.943, atom 4 (C): -0.586